Entry 1:
The following is a DFT calculation (ωB97M-V/def2-TZVPD) of C10H15NO in the gas phase.

XYZ file:
```
27
Properties=species:S:1:pos:R:3:forces:R:3:mulliken_spin:R:1
C -2.764 0.715 -0.095 -0.5 0.3 0.8 0.048
C -0.637 1.815 0.201 2.5 4.1 1.9 0.004
C 0.553 1.420 -0.681 -2.4 0.3 -1.9 0.075
C 0.768 -0.885 0.353 -4.1 5.3 -1.8 0.642
C -1.490 0.712 0.353 2.5 -3.8 -0.1 0.415
C -0.766 -0.735 0.301 -0.1 -0.7 2.8 0.109
C 1.394 0.379 -0.030 4.4 0.2 -0.2 0.090
C -1.163 -1.393 -0.964 -1.2 -0.9 -0.9 0.049
C -1.324 -1.575 1.499 0.6 -1.2 -1.2 0.070
C 2.745 0.189 -0.917 -0.8 -0.8 1.7 0.044
N -3.899 0.816 -0.225 -1.9 0.0 -0.7 0.310
O 1.838 1.069 1.223 -0.8 0.1 -0.7 0.081
H 0.010 2.080 1.168 -2.0 -0.4 -1.3 0.071
H -1.173 2.783 -0.111 0.9 -1.5 0.3 0.003
H 0.064 1.109 -1.662 1.3 0.1 0.9 -0.013
H 1.120 2.322 -0.851 0.5 0.1 -0.2 -0.009
H 1.175 -1.709 0.738 1.8 -3.0 1.4 0.033
H -0.661 -2.366 -1.073 0.2 0.4 -0.3 0.013
H -0.962 -0.690 -1.785 -0.2 -0.8 -0.2 -0.026
H -2.228 -1.669 -0.882 0.1 0.4 -0.5 0.019
H -0.929 -1.234 2.460 0.2 -0.4 -0.2 -0.015
H -1.141 -2.695 1.251 0.0 1.8 0.9 0.000
H -2.383 -1.457 1.543 -0.9 0.0 0.0 0.007
H 3.637 0.355 -0.297 -0.3 -0.1 -0.1 0.001
H 2.804 0.866 -1.727 -0.1 0.9 -0.8 -0.001
H 2.819 -0.815 -1.326 -0.1 -0.2 0.0 -0.002
H 2.594 0.592 1.535 0.7 -0.4 0.4 -0.016
```
Positions in Å, forces in eV/Å.

Output
<S²>: 2.019
highest occupied orbital energy (alpha / beta): -7.998 / -10.382 eV
2S+1: 3
frontier orbital gap (alpha / beta): 8.7 / 9.6 eV
M: 165.24 g/mol

***

Entry 2:
The following is a DFT calculation (ωB97M-V/def2-TZVPD) of a 2-piece molecular cluster, C10H15NO2 overall.

XYZ file:
```
28
Properties=species:S:1:pos:R:3:forces:R:3:nbo_charge:R:1
C 2.014 -0.444 -2.543 -1.3 -0.3 0.5 -0.648
C 1.137 0.782 -2.149 1.4 -2.5 -0.7 -0.022
C 1.349 1.437 -0.976 -1.8 1.0 2.4 -0.213
C 0.168 2.246 -0.387 1.8 -2.5 -3.6 -0.290
C -0.915 2.263 -1.203 -1.6 0.6 -1.6 0.284
O -2.154 2.961 -1.016 1.8 -1.7 -2.6 -0.704
C -0.972 1.628 -2.523 -2.7 1.9 1.7 -0.213
C -0.010 0.873 -3.012 2.0 0.8 2.6 -0.199
H 2.761 -0.740 -1.756 -0.3 0.4 -1.4 0.222
H 2.231 -0.417 -3.604 1.6 0.7 -0.1 0.221
H 1.335 -1.315 -2.727 0.0 0.4 1.3 0.217
H 2.272 1.210 -0.331 -1.6 0.5 -1.1 0.219
H 0.066 2.677 0.545 0.6 0.9 1.9 0.211
H -2.330 3.263 -0.170 0.0 0.8 2.7 0.475
H -1.964 1.821 -2.943 0.5 -0.3 -0.4 0.227
H -0.001 0.282 -3.870 -0.4 -0.6 -1.4 0.214
C -0.301 -0.913 3.546 0.5 -0.6 2.2 -0.654
C -1.317 -1.248 2.465 1.6 -0.5 -1.0 -0.506
C -0.696 -2.069 1.300 0.2 0.1 0.3 0.687
N 0.682 -2.429 1.454 -4.0 0.4 -1.7 -0.875
O -1.395 -2.339 0.340 1.0 -0.3 0.3 -0.608
H -0.999 -0.647 4.353 0.9 0.8 0.3 0.231
H 0.461 -0.149 3.297 -1.0 0.1 0.0 0.217
H 0.381 -1.687 4.069 -1.5 0.3 -1.2 0.204
H -2.250 -1.703 2.826 0.6 -0.3 0.0 0.237
H -1.639 -0.285 2.063 0.0 -0.1 -0.3 0.237
H 1.020 -2.954 0.643 0.5 0.4 1.1 0.422
H 1.068 -2.102 2.307 1.1 -0.4 0.0 0.409
```
Positions in Å, forces in eV/Å.

Output
highest occupied orbital energy: -8.405 eV
SMILES string: Cc1ccc(O)cc1.CCC(N)=O
frontier orbital gap: 9.1 eV
M: 181.24 g/mol

***

Entry 3:
The following is a DFT calculation (ωB97M-V/def2-TZVPD) of a 2-piece molecular cluster, C10H15NO2 overall.

XYZ file:
```
28
Properties=species:S:1:pos:R:3:forces:R:3:nbo_charge:R:1
C 0.185 2.424 -2.038 0.7 -2.0 0.0 -0.633
C -0.329 1.007 -1.703 0.3 2.2 0.1 -0.026
C 0.566 -0.013 -1.431 -3.5 -2.6 -0.4 -0.164
C 0.085 -1.350 -1.256 -4.1 4.6 -0.9 -0.268
C -1.358 -1.420 -1.386 2.5 2.3 -0.2 0.286
O -1.839 -2.587 -1.719 -2.4 -5.7 2.2 -0.702
C -2.285 -0.349 -1.503 2.5 -0.4 1.2 -0.268
C -1.722 0.913 -1.602 0.3 -1.6 0.4 -0.193
H -0.605 3.090 -1.736 0.3 0.8 -0.2 0.213
H 0.531 2.490 -3.066 -1.0 0.2 -0.7 0.215
H 1.166 2.559 -1.613 0.0 0.5 1.2 0.222
H 1.554 0.133 -1.575 3.1 0.7 0.0 0.205
H 0.612 -2.233 -1.276 1.4 -1.7 0.1 0.214
H -2.043 -3.183 -0.893 0.6 1.6 -2.4 0.476
H -3.301 -0.622 -1.306 -0.6 0.3 -0.5 0.221
H -2.338 1.780 -1.539 -0.2 0.6 -0.4 0.207
C -0.697 0.042 1.848 -0.1 -1.0 -1.8 -0.622
C 0.529 -0.287 2.681 0.4 0.7 2.2 -0.511
C 1.771 -0.096 1.842 2.8 4.4 0.4 0.670
N 3.136 -0.582 2.349 -8.3 -1.9 3.5 -0.806
O 1.743 0.844 1.022 0.7 -2.9 1.3 -0.580
H -0.723 0.975 1.219 0.8 -0.8 1.0 0.248
H -1.488 0.124 2.541 -1.4 -0.2 0.5 0.204
H -0.873 -0.788 1.103 -0.1 0.9 0.9 0.215
H 0.476 0.504 3.617 0.9 -1.8 -2.3 0.246
H 0.576 -1.296 3.198 -0.6 1.0 -0.8 0.214
H 3.723 -0.487 1.657 4.1 0.6 -4.6 0.360
H 2.950 -1.593 2.566 0.9 1.2 -0.1 0.359
```
Positions in Å, forces in eV/Å.

Output
highest occupied orbital energy: -8.104 eV
SMILES string: Cc1ccc(O)cc1.CCC(N)=O
frontier orbital gap: 8.6 eV
M: 181.24 g/mol

***

What is the M in the first record?
165.24 g/mol

***

What is the formula in the first record?
C10H15NO